{"formula": "C33H28IrN6O2PS2", "method": "ωB97M-V/def2-TZVPD", "elements": ["Ir", "C", "S", "C", "S", "N", "N", "C", "C", "C", "C", "C", "C", "N", "H", "H", "H", "H", "H", "H", "H", "H", "O", "N", "O", "C", "C", "C", "C", "C", "C", "N", "C", "C", "N", "C", "C", "C", "C", "H", "H", "H", "H", "H", "H", "H", "C", "P", "C", "C", "C", "C", "C", "C", "C", "C", "C", "C", "C", "C", "H", "H", "H", "H", "H", "H", "H", "H", "H", "H", "H", "H", "H"], "positions_angstrom": [[-0.06919, 0.21039, 0.02800], [-3.57909, 0.11733, 4.50496], [-3.98813, 0.70031, 2.83836], [-2.69196, 0.03610, 1.91969], [-2.67395, 0.36560, 0.21160], [-1.80689, -0.73415, 2.46867], [-0.74960, -1.10478, 1.78584], [-0.18116, -2.24714, 1.97126], [1.02079, -2.54837, 1.24127], [1.71580, -3.74657, 1.43287], [2.86929, -3.97763, 0.70535], [3.29179, -3.00302, -0.18815], [2.53881, -1.84584, -0.32892], [1.43146, -1.61452, 0.35906], [-4.50437, -0.21471, 4.96256], [-3.16229, 0.94066, 5.07924], [-2.86645, -0.69715, 4.42619], [-0.61129, -2.98150, 2.64388], [1.34290, -4.47124, 2.13961], [3.42784, -4.89322, 0.82879], [4.18541, -3.13923, -0.77424], [2.84322, -1.07596, -1.02057], [3.13894, 2.91338, -6.07799], [2.60186, 1.84726, -6.25026], [2.65271, 1.16543, -7.23787], [1.79342, 1.31603, -5.14702], [0.72539, 0.54650, -5.48316], [-0.09673, -0.04791, -4.48706], [-1.18877, -0.87744, -4.79894], [-1.84631, -1.52161, -3.77661], [-1.43953, -1.29267, -2.45919], [-0.47058, -0.45607, -2.13859], [0.22064, 0.15260, -3.12256], [1.34009, 0.98188, -2.77314], [1.63227, 1.12094, -1.46762], [2.69479, 1.81287, -1.11173], [3.54324, 2.42766, -2.03468], [3.27347, 2.30499, -3.37722], [2.14329, 1.57105, -3.78212], [0.51421, 0.36526, -6.52913], [-1.48109, -1.01458, -5.82963], [-2.66351, -2.19754, -3.97478], [-1.91821, -1.81867, -1.64370], [2.89055, 1.87497, -0.04920], [4.41108, 2.97238, -1.70124], [3.91742, 2.76096, -4.11554], [-1.53702, 3.18317, 1.66751], [-0.14070, 2.66228, 0.59986], [-0.33457, 3.74628, -0.84244], [-1.60509, 3.87952, -1.40094], [-1.82625, 4.78492, -2.42069], [-0.77495, 5.54123, -2.91572], [0.50195, 5.37337, -2.40137], [0.72913, 4.46788, -1.37986], [1.21873, 3.34237, 1.59974], [1.44565, 4.71213, 1.69917], [2.41417, 5.18185, 2.56873], [3.14135, 4.30047, 3.35428], [2.90584, 2.93629, 3.26485], [1.95120, 2.45661, 2.38486], [-1.46552, 4.26472, 1.78988], [-1.42807, 2.71011, 2.64386], [-2.50025, 2.92319, 1.23367], [-2.42309, 3.27355, -1.04174], [-2.81766, 4.90045, -2.82907], [-0.95025, 6.26093, -3.69695], [1.32499, 5.95240, -2.78845], [1.72651, 4.34001, -0.98043], [0.86642, 5.40697, 1.10654], [2.59398, 6.24314, 2.63297], [3.89152, 4.67271, 4.03461], [3.46002, 2.24578, 3.88235], [1.74747, 1.39098, 2.29981]], "mulliken_charge": [2.27, -0.77, 0.06, 0.48, -0.23, -1.22, 0.42, -0.70, 0.84, -1.03, -0.37, -1.03, -0.08, -0.06, 0.38, 0.27, 0.29, 0.44, 0.48, 0.47, 0.46, 0.49, -0.58, 0.98, -0.55, 0.09, -0.93, 0.94, -0.68, -1.16, -0.06, 0.28, -0.42, -0.11, 0.05, -0.95, -1.31, -0.67, 0.86, 0.59, 0.52, 0.45, 0.54, 0.83, 0.52, 0.63, -1.44, 1.16, 0.82, -0.75, -0.73, -0.69, -1.03, -0.52, 0.60, -0.68, -0.81, -0.62, -0.61, -0.48, 0.56, 0.39, 0.52, 0.31, 0.50, 0.46, 0.49, 0.78, 0.50, 0.46, 0.43, 0.46, 0.23], "energy_ha": -2994.79720, "e_above_lowest_kj_mol": 408.2, "e_homo_ev": [-13.7, -13.7], "total_charge": 2}

{"formula": "C33H28N9OS3Tl", "method": "ωB97M-V/def2-TZVPD", "elements": ["Tl", "N", "C", "S", "N", "N", "C", "C", "C", "C", "C", "C", "N", "H", "H", "H", "H", "H", "H", "H", "C", "C", "N", "N", "C", "S", "S", "C", "C", "C", "C", "C", "C", "C", "C", "C", "C", "C", "C", "C", "O", "H", "H", "H", "H", "H", "H", "H", "H", "H", "H", "H", "H", "H", "H", "N", "C", "C", "C", "C", "C", "C", "C", "N", "C", "C", "N", "C", "H", "H", "H", "H", "H", "H", "H"], "positions_angstrom": [[0.14434, 1.20143, 0.29060], [-4.59564, -0.55318, 3.70728], [-3.77340, 0.04073, 2.75331], [-2.51124, 1.01859, 3.32434], [-4.16536, -0.25334, 1.51522], [-3.49710, 0.42162, 0.53940], [-3.84483, 0.10840, -0.64829], [-3.20792, 0.69259, -1.83801], [-3.37002, 0.04662, -3.06694], [-2.69779, 0.52091, -4.17510], [-1.89246, 1.63996, -4.03629], [-1.82150, 2.23531, -2.78698], [-2.46566, 1.79532, -1.71245], [-4.15773, -0.65158, 4.60711], [-5.13657, -1.33815, 3.37848], [-4.60981, -0.65811, -0.81583], [-3.97743, -0.84872, -3.12265], [-2.76399, 0.00448, -5.12503], [-1.30412, 2.02034, -4.85999], [-1.19449, 3.10950, -2.63541], [4.58950, 0.06292, -2.05419], [3.55289, 0.80228, -1.23712], [2.37238, 1.01841, -1.67235], [2.16523, 0.61528, -2.98930], [1.16566, -0.16386, -3.19665], [0.09092, -0.91656, -2.09138], [0.97632, -0.44151, -4.98472], [0.51547, -2.19377, -5.01652], [1.69839, -3.11168, -4.88350], [2.28068, -3.69305, -6.00643], [3.39545, -4.51218, -5.89174], [3.94815, -4.75951, -4.64315], [3.37380, -4.18434, -3.51644], [2.25676, -3.37023, -3.63163], [3.98315, 1.32018, 0.08880], [5.17855, 2.03262, 0.13458], [5.70379, 2.54675, 1.31158], [5.00469, 2.30858, 2.49577], [3.83057, 1.58762, 2.48828], [3.25411, 1.05852, 1.29381], [2.17270, 0.37171, 1.33309], [4.13338, -0.75292, -2.61184], [5.04237, 0.73421, -2.79022], [5.37545, -0.31886, -1.40408], [-0.20247, -2.34308, -4.20741], [0.01565, -2.35447, -5.97347], [1.85747, -3.49152, -6.98500], [3.83562, -4.95317, -6.77885], [4.82240, -5.39263, -4.54851], [3.80054, -4.36417, -2.53698], [1.81201, -2.91052, -2.75525], [5.71438, 2.19881, -0.79628], [6.62645, 3.11435, 1.30609], [5.38677, 2.69386, 3.43697], [3.28629, 1.39961, 3.40706], [-6.95060, -6.96933, 2.37573], [-6.04764, -6.25868, 2.31507], [-4.91715, -5.37578, 2.24966], [-5.03550, -4.11555, 1.66141], [-3.95212, -3.26117, 1.60757], [-2.72687, -3.67506, 2.13235], [-2.60018, -4.93655, 2.71220], [-3.69253, -5.77924, 2.77889], [-1.62370, -2.82071, 2.06235], [-0.50876, -2.79464, 2.89474], [0.27926, -1.79280, 2.42689], [-0.30780, -1.21766, 1.32528], [-1.42907, -1.83583, 1.13193], [-5.98787, -3.79859, 1.25642], [-4.05269, -2.25720, 1.19504], [-1.63981, -5.25736, 3.09102], [-3.59864, -6.75942, 3.22706], [-0.42655, -3.43783, 3.75251], [1.22055, -1.41150, 2.78950], [-2.13237, -1.63519, 0.33905]], "mulliken_charge": [0.77, -0.48, 0.29, -0.48, -0.75, 0.11, -0.97, 1.15, -0.70, -0.24, -0.48, -0.17, -0.36, 0.22, 0.27, 0.31, 0.29, 0.38, 0.35, 0.39, -1.36, 0.64, 0.06, -0.95, 0.54, -0.61, -0.25, -1.07, 0.68, -0.48, -0.48, -0.38, -0.77, 0.00, 0.35, -0.32, -0.68, -0.39, -0.58, -0.03, -0.65, 0.31, 0.28, 0.41, 0.25, 0.50, 0.32, 0.35, 0.35, 0.40, 0.34, 0.32, 0.35, 0.35, 0.38, -0.61, 0.11, 0.56, -0.99, -0.13, 0.74, -0.70, -0.82, 0.45, -0.21, -1.06, 0.25, -1.15, 0.43, 0.62, 0.43, 0.43, 0.38, 0.41, 0.81], "energy_ha": -3209.48862, "e_above_lowest_kj_mol": 95.4, "e_homo_ev": -1.9, "total_charge": -2}

{"formula": "C33H29AsN6O3PdS2", "method": "ωB97M-V/def2-TZVPD", "elements": ["Pd", "N", "C", "C", "C", "C", "C", "C", "S", "O", "O", "N", "C", "N", "C", "C", "C", "N", "H", "H", "H", "H", "H", "H", "H", "H", "H", "O", "As", "C", "C", "C", "C", "C", "C", "C", "C", "C", "C", "C", "C", "C", "C", "C", "C", "C", "C", "H", "H", "H", "H", "H", "H", "H", "H", "H", "H", "H", "H", "H", "H", "H", "C", "C", "C", "C", "N", "C", "S", "N", "H", "H", "H", "H", "H"], "positions_angstrom": [[-1.47891, 0.32159, -1.11412], [3.17831, 0.48123, 5.83653], [2.11768, 0.56354, 4.93960], [1.71899, 1.80359, 4.42838], [0.63648, 1.89555, 3.57696], [-0.06594, 0.74897, 3.22780], [0.31421, -0.48409, 3.72797], [1.40170, -0.57880, 4.58063], [-1.41174, 0.88809, 2.09453], [-1.93569, -0.43985, 1.89254], [-2.28947, 1.92584, 2.56668], [-0.67712, 1.30544, 0.71128], [-0.69792, 2.56905, 0.20832], [-0.91654, 2.54764, -1.12758], [-0.94057, 3.69081, -1.78848], [-0.73172, 4.89446, -1.13551], [-0.48136, 4.81551, 0.22827], [-0.44424, 3.67724, 0.90856], [3.84032, 1.23862, 5.79835], [3.62056, -0.42038, 5.90702], [2.26467, 2.69688, 4.71060], [0.32948, 2.85075, 3.16626], [-0.25025, -1.36338, 3.44685], [1.69463, -1.54243, 4.98073], [-1.12706, 3.63206, -2.85494], [-0.75447, 5.83889, -1.65738], [-0.28629, 5.71551, 0.80307], [0.21187, -0.08659, -2.58806], [1.39412, -0.98203, -1.86620], [0.61734, -2.48798, -0.96270], [0.58507, -3.73373, -1.57690], [-0.14519, -4.76152, -0.99841], [-0.84459, -4.53705, 0.17938], [-0.81339, -3.29045, 0.78880], [-0.07806, -2.26111, 0.22263], [2.64781, -1.62277, -3.16803], [3.92678, -2.01673, -2.79101], [4.80365, -2.49474, -3.75221], [4.39980, -2.57643, -5.07906], [3.12333, -2.17752, -5.45032], [2.24055, -1.69653, -4.49331], [2.25401, 0.09145, -0.52387], [2.30626, 1.45868, -0.77225], [2.78748, 2.31353, 0.20655], [3.20117, 1.80395, 1.42972], [3.15769, 0.43809, 1.67205], [2.68902, -0.42350, 0.69098], [1.12003, -3.90126, -2.50466], [-0.17948, -5.73228, -1.47514], [-1.42801, -5.33589, 0.61850], [-1.38131, -3.10595, 1.69082], [-0.07398, -1.28114, 0.68910], [4.24029, -1.94255, -1.75581], [5.80235, -2.79969, -3.46853], [5.08617, -2.94927, -5.82816], [2.81490, -2.23722, -6.48569], [1.24464, -1.36639, -4.76432], [1.93447, 1.84251, -1.71418], [2.81382, 3.38030, 0.02493], [3.54892, 2.47564, 2.20407], [3.46810, 0.04474, 2.63137], [2.62532, -1.48720, 0.88982], [-7.76974, -0.44979, -0.83730], [-6.36344, 0.06786, -0.82891], [-6.03738, 1.27323, -0.21140], [-4.71770, 1.67089, -0.26128], [-3.79181, 0.95047, -0.88252], [-4.18638, -0.22254, -1.41677], [-2.89029, -1.17411, -2.11476], [-5.43418, -0.67947, -1.42350], [-8.44380, 0.28135, -1.28585], [-8.11245, -0.63186, 0.18249], [-7.81599, -1.37825, -1.39999], [-6.78610, 1.86950, 0.29036], [-4.37941, 2.58900, 0.20660]], "mulliken_charge": [0.50, -0.58, 0.89, -0.77, -0.49, -0.57, -0.26, -0.70, 1.42, -0.66, -0.76, 0.61, 0.07, -0.10, -0.39, -0.76, -0.31, -0.36, 0.22, 0.23, 0.37, 0.45, 0.49, 0.31, 0.57, 0.42, 0.49, -0.91, 1.77, 0.18, -0.55, -0.76, -0.69, -0.74, 0.66, -0.25, -0.27, -0.68, -0.41, -0.63, -0.35, 0.41, -0.80, -0.54, -0.50, -0.71, 0.07, 0.43, 0.40, 0.39, 0.45, -0.08, 0.37, 0.39, 0.37, 0.40, 0.42, 0.33, 0.41, 0.41, 0.51, 0.43, -1.19, 1.02, -1.18, 0.13, -0.21, 0.42, -0.54, -0.52, 0.32, 0.31, 0.33, 0.37, 0.45], "spin_multiplicity": 3, "energy_ha": -4989.20464, "e_above_lowest_kj_mol": 37.3, "e_homo_ev": [-7.6, -7.8]}

- What is the formula in the second record?
  C33H28N9OS3Tl

- What is the formula in the first record?
  C33H28IrN6O2PS2